Molecular formula: C7H8Cl3N2O2
Method: DFT, ωB97M-V/def2-TZVPD

Values from the calculation:
- DFT total energy (eV) = -52020.694
- M (g mol⁻¹) = 258.512
- lowest unoccupied orbital energy (alpha / beta) (Ha) = -0.184 / -0.184

ORCA input file:
```
! wB97M-V def2-TZVPD RIJCOSX def2/J DEFGRID3
* xyz 1 1
C -1.45041 1.52859 0.41175
C -1.45145 1.13832 1.72768
C -0.22568 0.84393 2.33909
C 0.45513 -0.78077 -1.15238
C 0.66175 0.02609 1.65132
C 0.46161 0.60880 -0.59331
C -1.03962 -2.62437 -1.64777
N -0.49755 1.49312 -0.46490
N 1.78951 1.11412 -0.94752
O 1.31859 -1.02574 -2.01100
O -0.65224 -1.40133 -0.95345
Cl -2.75531 1.62916 2.76650
Cl 0.28216 1.60098 3.75614
Cl 2.39398 0.11308 2.05858
H -2.48248 2.06237 0.11237
H 0.47499 -0.94299 1.22279
H -2.12617 -2.45026 -1.47149
H -0.78776 -3.51703 -1.18680
H -0.68977 -2.78130 -2.71464
H 2.03664 0.43989 -1.76381
H 2.36127 0.87473 0.00952
H 1.92282 2.05062 -1.14867
*
```

---

Molecular formula: C7H8ClN
Method: DFT, ωB97M-V/def2-TZVPD

Values from the calculation:
- DFT total energy (eV) = -21398.492
- M (g mol⁻¹) = 141.601
- lowest unoccupied orbital energy (Ha) = 0.022

ORCA input file:
```
! wB97M-V def2-TZVPD RIJCOSX def2/J DEFGRID3
* xyz 0 1
C -2.03367 0.89836 0.00847
C -2.11575 -0.42263 -0.00173
C -0.72748 1.33917 0.03583
C 0.12626 -0.14423 0.09223
C -0.18935 2.52564 0.00035
C 1.39517 -0.35847 -0.14309
C 1.97069 -1.75909 0.02378
N -0.85049 -1.06278 -0.08909
Cl 2.71510 0.80896 0.18225
H -2.86864 1.51535 -0.31827
H -3.06886 -1.03249 -0.12270
H 0.92066 2.67867 -0.12255
H -0.77437 3.43373 0.09882
H 2.81254 -1.89383 -0.59052
H 2.32683 -2.06775 1.01147
H 1.12643 -2.37644 -0.14160
H -0.76508 -2.08217 0.07636
*
```

---

Molecular formula: C7H8ClN3
Method: DFT, ωB97M-V/def2-TZVPD

Values from the calculation:
- DFT total energy (eV) = -24377.570
- M (g mol⁻¹) = 169.615
- lowest unoccupied orbital energy (Ha) = 0.021

ORCA input file:
```
! wB97M-V def2-TZVPD RIJCOSX def2/J DEFGRID3
* xyz 0 1
C 0.12234 -1.53824 1.63176
C -0.10227 0.19577 -0.15254
C -1.02209 1.46062 -0.15690
C -0.77142 2.43975 -1.00426
C 0.20703 2.34871 -2.00071
C 1.11311 1.28915 -1.98666
C 0.86263 0.22196 -1.10930
H -0.58988 -3.55817 1.62613
H -0.27904 -2.81718 3.15904
H 1.86664 -1.57703 2.63819
H -1.53992 -1.39448 0.43501
H -2.10590 1.40980 0.32161
H -1.90520 3.00779 -1.18422
H 0.34580 3.13008 -2.92704
H 2.20786 1.31051 -2.50735
N -0.74654 -2.61858 2.16570
N 1.20357 -1.14407 2.01361
N -0.42256 -0.95422 0.59761
Cl 1.55584 -1.21217 -1.55969
*
```

---

Molecular formula: C7H8CoO4S
Method: DFT, ωB97M-V/def2-TZVPD

Values from the calculation:
- DFT total energy (eV) = -64031.286
- M (g mol⁻¹) = 247.137
- lowest unoccupied orbital energy (alpha / beta) (Ha) = -0.240 / -0.240

ORCA input file:
```
! wB97M-V def2-TZVPD RIJCOSX def2/J DEFGRID3
* xyz 1 1
Co 0.05918 -1.03307 -0.39594
C -1.32733 1.78362 0.80327
C -0.04668 1.05903 0.56132
C 0.42735 0.11561 1.48253
C 1.62658 -0.58611 1.25328
C 2.29251 -0.42856 0.04479
C 1.80287 0.49342 -0.91945
C 0.69096 1.26284 -0.63641
H -1.14350 2.60928 1.49571
H -2.06231 1.12559 1.26580
H -1.74109 2.18948 -0.11570
H -0.16261 -0.09474 2.36533
H 1.98870 -1.32153 1.95905
H 3.15376 -1.03881 -0.19071
H 2.30848 0.56868 -1.87248
H 0.30601 1.95504 -1.37379
O -3.02172 -2.24255 -1.72197
S -1.79232 -1.80994 -1.21941
O -1.51048 -1.87219 0.28835
O -1.38136 -0.33778 -1.38646
O -0.46700 -2.39729 -1.68711
*
```

---

Molecular formula: C7H8F3NO
Method: DFT, ωB97M-V/def2-TZVPD

Values from the calculation:
- DFT total energy (eV) = -19077.389
- M (g mol⁻¹) = 179.141
- lowest unoccupied orbital energy (Ha) = 0.034

ORCA input file:
```
! wB97M-V def2-TZVPD RIJCOSX def2/J DEFGRID3
* xyz 0 1
C -1.30632 1.78985 -0.09004
C -0.33648 2.58262 -0.48096
C -0.84876 0.45590 0.08344
C 0.48094 0.57605 -0.23816
C -1.60534 -0.78178 0.43364
C 1.74910 -0.46492 -0.31252
C 3.06085 0.15520 -0.29526
N 1.58734 -1.38711 0.76685
O 0.79281 1.86680 -0.50599
F 3.32107 1.05029 -1.26424
F 3.26244 0.85208 0.89321
F 4.06856 -0.75252 -0.24444
H -2.28742 2.05279 0.10956
H -0.43181 3.69648 -0.51497
H -2.39666 -0.79958 1.08169
H -2.02533 -1.24156 -0.62201
H -0.80160 -1.47303 0.72866
H 1.72214 -0.95244 -1.29292
H 2.33533 -1.93879 0.90274
H 1.56230 -0.81998 1.64876
*
```

---

Molecular formula: C7H8F4NS
Method: DFT, ωB97M-V/def2-TZVPD

Values from the calculation:
- DFT total energy (eV) = -30575.123
- M (g mol⁻¹) = 214.207
- lowest unoccupied orbital energy (Ha) = -0.146

ORCA input file:
```
! wB97M-V def2-TZVPD RIJCOSX def2/J DEFGRID3
* xyz 1 1
C 2.42117 -1.09441 0.31873
C 1.34959 -1.99574 0.79893
C 2.17307 0.04740 -0.31618
C 0.15933 -1.47088 1.09054
C 0.66837 0.29448 -0.65063
C -0.23343 -0.14480 0.46464
C -3.14338 0.35546 0.10048
N 0.38327 1.68582 -1.13920
F -0.51936 0.77032 1.37989
F -2.64759 1.52890 0.47045
F -4.13835 0.46453 -0.70552
F -3.55460 -0.30995 1.23522
S -1.84635 -0.60443 -0.71255
H 3.45319 -1.31948 0.73835
H 1.68844 -2.93361 1.12729
H 2.97982 0.72156 -0.63788
H -0.67636 -2.01882 1.53278
H 0.43665 -0.23527 -1.52214
H -0.32368 1.77142 -1.76644
H 1.28843 2.14526 -1.38873
H 0.08176 2.34225 -0.41802
*
```